109
Properties=species:S:1:pos:R:3 method="wB97M-V/def2-TZVPD" total_energy_ev=-56354.08479 charge=+1 de_lowest_ev=0.000 homo_lumo_gap_ev=5.5
Be 1.249 0.078 3.239
O -0.040 -1.182 -0.602
C 0.256 -0.747 0.627
O 1.443 -0.783 1.050
O -0.681 -0.472 1.415
H -1.000 -1.122 -0.426
C 4.775 2.687 1.473
C 3.399 2.468 2.174
C 2.058 2.443 1.302
O 0.908 2.234 2.125
C -0.257 2.842 1.526
N 3.443 1.136 2.805
H 4.915 2.158 0.532
H 5.568 2.424 2.173
H 4.962 3.744 1.274
H 3.304 3.270 2.905
H 2.112 1.653 0.551
H 2.026 3.413 0.806
H -1.119 2.323 1.952
H -0.253 2.644 0.456
H -0.581 3.847 1.803
H 4.217 0.957 3.435
H 3.661 0.539 2.000
C -6.862 2.708 1.746
C -5.601 2.332 2.510
C -4.337 2.740 1.719
O -4.320 2.115 0.429
C -4.110 0.736 0.430
N -5.475 3.121 3.720
H -7.765 2.365 2.253
H -6.823 2.288 0.740
H -6.899 3.798 1.731
H -5.588 1.274 2.774
H -3.462 2.351 2.247
H -4.340 3.811 1.521
H -3.315 0.468 1.134
H -3.710 0.405 -0.531
H -5.056 0.208 0.579
H -5.223 4.092 3.593
H -6.258 3.122 4.358
C -1.438 1.502 -2.626
C -2.298 2.043 -3.757
C -1.589 3.157 -4.553
O -1.469 4.377 -3.827
C -1.062 5.446 -4.674
N -2.484 0.928 -4.659
H -1.285 2.368 -1.969
H -0.430 1.271 -2.970
H -2.029 0.740 -2.124
H -3.206 2.465 -3.325
H -2.163 3.275 -5.476
H -0.564 2.853 -4.790
H -0.628 5.196 -5.643
H -0.442 6.046 -4.009
H -1.921 6.071 -4.939
H -1.614 0.511 -4.970
H -2.885 0.105 -4.225
C 3.959 -2.557 -0.908
C 4.637 -1.203 -0.763
C 4.210 -0.132 -1.762
O 4.080 -0.647 -3.093
C 3.610 0.292 -4.060
N 4.410 -0.713 0.623
H 2.885 -2.574 -0.710
H 4.367 -3.306 -0.230
H 4.121 -2.780 -1.964
H 5.720 -1.330 -0.798
H 5.006 0.613 -1.843
H 3.271 0.341 -1.464
H 4.391 1.037 -4.227
H 2.741 0.872 -3.738
H 3.322 -0.264 -4.949
H 5.088 -1.215 1.189
H 3.532 -1.152 0.895
C 3.068 -3.957 3.913
C 2.149 -2.794 3.677
C 0.994 -2.789 4.648
O 0.115 -1.756 4.236
C -1.303 -1.942 4.448
N 2.825 -1.527 3.854
H 4.022 -4.004 3.376
H 2.654 -4.946 3.717
H 3.528 -3.885 4.903
H 1.678 -2.668 2.697
H 1.487 -2.639 5.614
H 0.393 -3.698 4.668
H -1.842 -1.255 3.800
H -1.622 -2.106 5.476
H -1.540 -2.901 3.974
H 3.157 -1.413 4.809
H 3.664 -1.506 3.286
C -3.215 -2.573 -3.530
O -2.109 -1.709 -3.368
H -3.835 -2.226 -4.363
H -2.892 -3.550 -3.888
H -3.891 -2.454 -2.682
H -1.356 -2.162 -2.974
C -1.837 -4.179 0.470
O -1.710 -4.300 -0.937
H -2.858 -4.122 0.848
H -1.456 -5.080 0.959
H -1.238 -3.292 0.684
H -1.014 -3.810 -1.386
C 1.222 -4.074 -3.578
O 0.324 -3.398 -2.705
H 1.810 -4.853 -3.091
H 0.815 -4.481 -4.503
H 1.968 -3.396 -4.002
H 0.782 -2.678 -2.257

=====

120
Properties=species:S:1:pos:R:3 method="wB97M-V/def2-TZVPD" total_energy_ev=-67979.86209 charge=0 de_lowest_ev=0.158 homo_lumo_gap_ev=5.4
Tl 0.071 0.174 0.115
C -6.496 0.569 -0.450
C -5.570 1.664 0.104
C -4.165 1.542 -0.401
C -3.575 2.231 -1.431
C -4.179 3.288 -2.308
C -4.788 2.719 -3.597
C -2.227 1.743 -1.517
C -1.174 2.378 -2.383
C 0.274 1.802 -2.323
C 1.228 2.188 -3.434
C 1.087 3.437 -4.241
C 0.415 3.144 -5.593
C 2.180 1.250 -3.504
C 1.837 0.211 -2.514
C 2.698 -0.824 -2.127
C 2.483 -1.678 -1.058
N 1.356 -1.715 -0.301
C 1.504 -2.772 0.578
C 0.549 -3.192 1.439
C -0.739 -2.622 1.656
N -1.209 -1.491 1.071
C -2.477 -1.292 1.547
C -3.359 -0.299 1.093
C -3.180 0.625 0.100
N -2.009 0.767 -0.654
C -2.818 -2.330 2.462
C -1.725 -3.166 2.532
C -1.569 -4.403 3.370
C -0.859 -4.132 4.703
C -4.145 -2.506 3.141
C -5.178 -3.204 2.244
C 2.808 -3.413 0.366
C 3.412 -2.741 -0.635
C 4.768 -2.962 -1.227
C 4.736 -3.771 -2.532
C 3.306 -4.606 1.117
C 2.805 -5.926 0.510
N 0.620 0.424 -2.007
C 3.428 1.243 -4.329
C 3.402 0.210 -5.464
H -7.504 0.669 -0.040
H -6.120 -0.426 -0.201
H -6.561 0.636 -1.539
H -5.570 1.624 1.196
H -5.967 2.641 -0.174
H -3.418 4.029 -2.544
H -4.952 3.812 -1.743
H -4.031 2.197 -4.190
H -5.213 3.515 -4.212
H -5.582 2.002 -3.371
H -1.574 2.674 -3.354
H 2.068 3.883 -4.415
H 0.499 4.172 -3.688
H 1.031 2.463 -6.184
H 0.271 4.063 -6.165
H -0.559 2.671 -5.452
H 3.640 -0.911 -2.655
H 0.777 -4.080 2.020
H -4.334 -0.289 1.573
H -1.017 -5.161 2.811
H -2.556 -4.826 3.569
H 0.142 -3.726 4.535
H -0.763 -5.049 5.290
H -1.418 -3.403 5.295
H -4.532 -1.534 3.457
H -4.004 -3.092 4.051
H -5.353 -2.628 1.333
H -6.132 -3.327 2.763
H -4.819 -4.192 1.945
H 5.399 -3.478 -0.500
H 5.237 -1.992 -1.414
H 4.347 -4.775 -2.354
H 5.737 -3.862 -2.955
H 4.092 -3.293 -3.274
H 2.992 -4.542 2.161
H 4.398 -4.601 1.117
H 1.713 -5.948 0.476
H 3.150 -6.780 1.095
H 3.172 -6.039 -0.512
H 4.282 1.039 -3.674
H 3.587 2.239 -4.745
H 3.214 -0.796 -5.080
H 4.354 0.197 -5.999
H 2.611 0.442 -6.181
C -0.448 3.823 2.328
C 0.530 2.676 2.291
C 1.822 2.805 1.775
C 2.352 4.105 1.224
C 2.672 1.688 1.749
C 3.977 1.791 0.993
C 2.317 0.512 2.418
C 3.348 -0.563 2.677
C 1.021 0.378 2.959
C 0.672 -0.809 3.825
C 0.104 1.439 2.821
C -1.290 1.340 3.396
H -1.262 3.667 1.610
H 0.003 4.778 2.089
H -0.903 3.906 3.318
H 1.760 4.967 1.514
H 2.350 4.071 0.133
H 3.376 4.275 1.560
H 4.757 2.291 1.577
H 3.829 2.371 0.080
H 4.348 0.809 0.699
H 3.140 -1.478 2.121
H 3.365 -0.816 3.738
H 4.349 -0.233 2.412
H 0.762 -0.528 4.882
H 1.329 -1.656 3.642
H -0.348 -1.155 3.665
H -1.343 1.838 4.370
H -1.610 0.311 3.532
H -2.016 1.828 2.744
N 0.120 6.453 0.044
C -0.373 5.565 -0.524
N -0.996 4.616 -1.201
C -0.530 3.439 -1.481
N 0.557 2.718 -1.166

=====

13
Properties=species:S:1:pos:R:3 method="wB97M-V/def2-TZVPD" total_energy_ev=-16059.61502 charge=0 smiles=Cc1ccpcn1 de_lowest_ev=0.610 homo_lumo_gap_ev=9.1
C 1.929 0.340 0.077
C 0.461 0.159 0.133
C -0.112 -0.953 -0.493
C -1.390 -1.294 -0.420
P -2.658 -0.209 0.133
C -1.575 1.120 0.564
N -0.245 1.143 0.638
H 2.276 -0.410 -0.594
H 2.441 0.342 1.099
H 2.138 1.471 -0.159
H 0.601 -1.730 -0.825
H -1.824 -2.076 -0.904
H -2.042 2.096 0.751

=====

16
Properties=species:S:1:pos:R:3 method="wB97M-V/def2-TZVPD" total_energy_ev=-26990.72095 charge=-1 de_lowest_ev=1.012 homo_lumo_gap_ev="4.0 / 7.0" multiplicity=2
C 0.747 0.052 -1.338
C 1.275 0.921 -2.465
C -0.763 -0.017 -1.257
S -1.554 -0.424 0.325
S 0.158 -1.511 1.409
H 1.252 -0.900 -1.434
H 1.217 0.406 -0.419
H 1.061 0.529 -3.433
H 2.355 0.838 -2.613
H 0.987 1.961 -2.472
H -1.145 0.961 -1.565
H -1.050 -0.672 -2.076
H 0.656 -0.388 1.938
H 1.750 1.705 1.370
H 0.691 2.664 0.648
O 1.016 2.306 1.459

=====

51
Properties=species:S:1:pos:R:3 method="wB97M-V/def2-TZVPD" total_energy_ev=-45061.11516 charge=-3 de_lowest_ev=4.193 homo_lumo_gap_ev=1.2
B 1.473 3.001 -5.262
H 1.603 4.065 -5.137
H 0.559 2.920 -5.830
H 2.363 2.688 -5.786
H 1.372 2.438 -4.348
B 3.987 0.651 -4.058
H 3.908 1.156 -5.008
H 4.880 0.950 -3.532
H 3.135 0.812 -3.415
H 4.062 -0.385 -4.348
C -0.530 0.135 -0.700
C 0.349 0.447 -2.017
O 0.187 -0.357 -2.963
O 1.157 1.400 -1.968
H -0.373 1.003 -0.060
H -0.207 -0.824 -0.296
H -1.599 -0.078 -0.723
C 2.736 -2.163 0.163
C 2.800 -1.552 1.600
O 3.350 -0.324 1.466
C 3.516 -0.094 0.104
O 3.826 0.946 -0.426
O 3.430 -1.215 -0.591
F 3.421 -2.305 2.433
H 1.711 -2.251 -0.198
H 3.418 -3.012 0.202
H 1.748 -1.619 1.876
C -0.856 -2.024 5.206
C 0.458 -1.801 4.579
O 0.080 -0.959 3.519
C -1.191 -1.144 3.170
O -1.647 -0.747 2.096
O -1.796 -1.806 4.153
F 1.044 -2.944 4.157
H -1.099 -1.377 6.049
H -0.853 -3.066 5.526
H 1.181 -1.292 5.216
C -2.530 2.480 1.293
N -2.287 3.581 0.214
O -2.026 4.674 0.733
O -2.429 3.375 -0.992
H -1.762 2.607 2.056
H -2.289 1.506 0.868
H -3.484 2.712 1.767
C -5.391 -1.156 0.356
N -4.481 -1.811 -0.627
O -4.104 -1.048 -1.498
O -4.193 -3.017 -0.538
H -5.157 -1.735 1.249
H -6.351 -1.337 -0.127
H -5.117 -0.102 0.398

=====

14
Properties=species:S:1:pos:R:3 method="wB97M-V/def2-TZVPD" total_energy_ev=-7360.96266 charge=0 smiles="C1=CCOCC1" de_lowest_ev=1.293 homo_lumo_gap_ev=10.5
C -0.124 1.253 0.482
C 1.136 0.851 0.389
C 1.402 -0.557 -0.084
O 0.368 -1.430 0.327
C -0.902 -1.077 -0.181
C -1.213 0.447 -0.165
H -0.406 2.191 0.955
H 1.955 1.488 0.690
H 2.314 -0.922 0.396
H 1.529 -0.624 -1.179
H -1.620 -1.588 0.462
H -1.013 -1.477 -1.203
H -1.255 0.788 -1.202
H -2.172 0.656 0.313

=====

81
Properties=species:S:1:pos:R:3 method="wB97M-V/def2-TZVPD" total_energy_ev=-80490.38739 charge=+1 homo_lumo_gap_ev=9.4
C 0.867 -2.216 -3.173
C 1.410 -2.119 -1.956
C 2.250 -1.428 -0.740
C 3.383 -2.405 -0.047
C 3.707 -1.477 1.278
N 2.565 -0.519 1.498
C 2.819 0.963 1.613
S 4.088 1.646 0.437
C 3.315 2.257 -1.144
C 4.456 2.135 -2.326
C 1.455 -1.032 0.610
N 1.041 -2.302 1.358
C 0.047 -0.236 0.533
C -0.109 0.777 -0.720
C -1.720 0.944 -0.986
C -2.215 0.240 -2.361
C -2.944 -1.199 -2.132
C -2.812 -2.087 -3.515
C -2.269 -3.595 -3.138
C -1.577 -4.333 -4.434
O -0.448 -5.100 -3.920
C 0.497 -5.445 -4.956
C 1.172 -4.421 -6.004
O 0.868 -6.682 -5.020
H 0.425 -2.336 -4.236
H 2.826 -0.496 -1.101
H 4.310 -2.583 -0.733
H 3.077 -3.478 0.232
H 4.761 -1.082 1.043
H 3.896 -2.042 2.284
H 2.222 -0.791 2.455
H 1.860 1.617 1.539
H 3.231 1.147 2.693
H 2.414 1.614 -1.460
H 3.025 3.381 -1.029
H 5.283 2.921 -2.141
H 3.945 2.320 -3.348
H 4.920 1.073 -2.379
H 0.396 -2.850 0.742
H 0.405 -1.949 2.114
H -0.004 0.429 1.497
H -0.862 -0.966 0.628
H 0.381 0.422 -1.701
H 0.326 1.830 -0.494
H -2.346 0.472 -0.129
H -1.940 2.087 -0.967
H -2.954 0.905 -2.974
H -1.286 0.015 -3.038
H -4.082 -1.068 -1.889
H -2.465 -1.793 -1.249
H -2.085 -1.577 -4.279
H -3.872 -2.129 -3.998
H -1.460 -3.478 -2.305
H -3.107 -4.241 -2.672
H -1.293 -3.494 -5.177
H -2.406 -4.978 -4.910
H 2.046 -3.860 -5.504
H 0.447 -3.619 -6.413
H 1.648 -5.066 -6.853
C -3.500 4.503 2.969
C -4.077 4.356 1.566
O -3.263 3.370 0.932
S -2.753 2.307 2.051
O -3.621 1.163 2.013
O -1.322 2.205 1.962
O -3.126 3.181 3.367
H -2.599 5.124 2.961
H -4.223 4.921 3.671
H -4.055 5.292 1.006
H -5.103 3.977 1.600
C 0.234 3.780 6.469
C -0.089 2.741 7.535
O -1.224 2.036 7.035
S -1.144 1.985 5.410
O -0.579 0.719 5.026
O -2.385 2.484 4.873
O -0.002 3.127 5.220
H -0.440 4.638 6.537
H 1.268 4.125 6.529
H -0.312 3.194 8.503
H 0.731 2.025 7.650

=====

22
Properties=species:S:1:pos:R:3 method="wB97M-V/def2-TZVPD" total_energy_ev=-30693.16378 charge=0 homo_lumo_gap_ev=8.8
S 3.522 -0.145 -0.086
C 2.290 0.512 -1.109
N 1.437 0.735 -2.161
C 0.013 0.335 -1.851
C -1.049 1.475 -1.285
C -2.269 0.409 -0.871
C -1.290 -0.688 -0.080
N -0.289 -0.998 -1.204
H -0.422 0.162 -2.950
H -1.429 2.276 -2.084
H -0.655 1.965 -0.274
H -3.193 0.832 -0.288
H -2.521 -0.114 -1.910
H -1.805 -1.610 0.433
H -0.621 -0.028 0.650
H 0.479 -1.587 -0.814
H -0.729 -1.632 -1.921
B 1.707 -0.380 3.561
F 1.230 -0.550 4.924
F 0.572 -0.211 2.668
F 2.559 0.796 3.489
F 2.466 -1.554 3.163

=====

6
Properties=species:S:1:pos:R:3 method="wB97M-V/def2-TZVPD" total_energy_ev=-25246.46568 charge=0 de_lowest_ev=2.711 homo_lumo_gap_ev=8.6
C -1.571 0.660 0.006
C 0.206 -0.750 0.041
N -2.372 1.505 -0.001
S 0.126 -2.337 -0.029
S 1.065 0.665 0.005
H 2.546 0.257 -0.022

=====

23
Properties=species:S:1:pos:R:3 method="wB97M-V/def2-TZVPD" total_energy_ev=-85488.15902 charge=0 de_lowest_ev=0.292 homo_lumo_gap_ev="8.2 / 5.9" multiplicity=4
C -0.886 -1.988 -1.498
C -0.678 -0.578 -1.716
C 0.419 -0.110 -0.933
H -1.232 0.046 -2.387
C 0.940 -1.246 -0.216
C 0.127 -2.392 -0.567
H 0.269 -3.403 -0.205
H -1.684 -2.602 -1.960
H 0.848 0.902 -1.011
H 1.835 -1.249 0.415
Tc -1.216 -0.874 0.326
Br -3.315 -0.004 -0.598
C -2.360 -1.629 3.386
C -1.760 -2.920 3.237
C -2.422 -3.590 2.158
H -0.970 -3.339 3.868
C -3.427 -2.719 1.642
C -3.400 -1.507 2.409
H -4.095 -0.674 2.312
H -2.103 -0.881 4.134
H -2.222 -4.606 1.816
H -4.123 -2.942 0.833
F -0.640 0.441 1.527